Here is a molecular structure, C4H3NO from OMol25. Energies are from ωB97M-V with the def2-TZVPD basis set.

XYZ file:
```
9
Properties=species:S:1:pos:R:3:forces:R:3
C 2.362 0.714 0.161 1.97 0.77 1.17
C 1.860 -0.590 -0.101 -0.36 -1.58 -1.08
C -0.068 -0.310 0.451 2.98 3.10 2.13
C -1.281 0.075 -0.188 -2.56 -1.81 0.17
N 1.133 0.952 0.404 -3.67 -1.29 -0.69
O 0.722 -1.255 0.100 1.06 -1.70 -0.69
H -1.219 1.142 -0.028 -0.89 0.40 -0.58
H -2.159 -0.406 0.451 1.53 1.13 -1.46
H -1.350 -0.322 -1.250 -0.05 0.96 1.04
```
Forces are in eV/Å.

- Relative energy (zero: lowest compared OMol25 entry of this formula, charge and spin): 183.5 kcal per mole
- Multiplicity: 1
- Energy: -283.8807 hartree
- HOMO-LUMO gap (alpha / beta): 0.30121 / 0.30118 hartree